Here is 13 unconnected molecules or ions with the total composition C40H111N5O18 at a distorted geometry from the Open Molecules 2025 dataset. Energies are from ωB97M-V with the def2-TZVPD basis set.

Each atom is followed by the atoms it is bonded to, with distances in Å.
CARTESIAN COORDINATES (ANGSTROEM)
1 C 7.76 -0.54 6.17  O2 1.396, H3 1.090, H4 1.090, H5 1.090
2 O 8.25 0.77 6.27  C1 1.396, H6 0.960
3 H 7.43 -0.91 7.14  C1 1.090
4 H 6.88 -0.67 5.54  C1 1.090
5 H 8.58 -1.19 5.87  C1 1.090
6 H 7.72 1.30 5.67  O2 0.960
7 C 7.60 -6.35 -0.14  O8 1.406, H9 1.090, H10 1.090, H11 1.090
8 O 8.51 -7.16 -0.83  C7 1.406, H12 0.960
9 H 7.61 -5.30 -0.45  C7 1.090
10 H 6.61 -6.77 0.02  C7 1.090
11 H 7.95 -6.34 0.89  C7 1.090
12 H 8.57 -7.95 -0.29  O8 0.960
13 C 11.92 -2.15 1.00  O14 1.427, H15 1.090, H16 1.090, H17 1.090
14 O 12.23 -3.18 0.07  C13 1.427, H18 0.960
15 H 12.55 -1.28 0.84  C13 1.090
16 H 10.87 -1.86 0.89  C13 1.090
17 H 12.26 -2.55 1.96  C13 1.090
18 H 11.59 -3.89 0.11  O14 0.960
19 C -2.72 -6.43 7.41  O20 1.433, H21 1.090, H22 1.090, H23 1.090
20 O -2.89 -7.33 8.51  C19 1.433, H24 0.960
21 H -2.28 -5.49 7.75  C19 1.090
22 H -1.87 -6.82 6.85  C19 1.090
23 H -3.64 -6.31 6.84  C19 1.090
24 H -2.96 -8.19 8.09  O20 0.960
25 C 3.74 5.28 3.27  O26 1.428, H27 1.090, H28 1.090, H29 1.090
26 O 4.83 4.37 3.43  C25 1.428, H30 0.960
27 H 3.03 5.29 4.09  C25 1.090
28 H 4.19 6.27 3.20  C25 1.090
29 H 3.25 5.06 2.32  C25 1.090
30 H 4.58 3.55 3.00  O26 0.960
31 C -10.68 4.88 6.46  O32 1.439, H33 1.090, H34 1.090, H35 1.090
32 O -11.07 5.65 7.62  C31 1.439, H36 0.960
33 H -10.17 5.50 5.72  C31 1.090
34 H -9.92 4.15 6.72  C31 1.090
35 H -11.52 4.35 6.01  C31 1.090
36 H -11.01 6.57 7.34  O32 0.960
37 C -4.12 -7.69 -0.67  O38 1.395, H39 1.090, H40 1.090, H41 1.090
38 O -3.59 -8.80 0.00  C37 1.395, H42 0.960
39 H -4.15 -7.85 -1.75  C37 1.090
40 H -5.14 -7.43 -0.41  C37 1.090
41 H -3.50 -6.80 -0.61  C37 1.090
42 H -4.27 -9.47 0.08  O38 0.960
43 C -3.07 -0.87 4.14  O44 1.443, H52 1.090, H53 1.090, H54 1.090
44 O -1.70 -0.68 3.74  C43 1.443, C45 1.389
45 C -1.39 -0.82 2.40  O44 1.389, C46 1.554, H55 1.090, H56 1.090
46 C -0.14 0.08 2.14  C45 1.554, N47 1.415, H57 1.090, H58 1.090
47 N 1.04 -0.36 2.79  C46 1.415, C48 1.469, H59 1.010
48 C 1.88 -1.20 1.93  N47 1.469, C49 1.582, H60 1.090, H61 1.090
49 C 2.51 -0.57 0.62  C48 1.582, O50 1.431, H62 1.090, H63 1.090
50 O 3.74 0.03 1.06  C49 1.431, C51 1.367
51 C 4.29 0.69 0.00  O50 1.367, H64 1.090, H65 1.090, H66 1.090
52 H -3.74 -0.41 3.41  C43 1.090
53 H -3.17 -0.31 5.07  C43 1.090
54 H -3.43 -1.88 4.36  C43 1.090
55 H -2.19 -0.51 1.73  C45 1.090
56 H -1.29 -1.88 2.16  C45 1.090
57 H -0.47 0.98 2.67  C46 1.090
58 H 0.07 0.29 1.09  C46 1.090
59 H 0.82 -0.92 3.60  N47 1.010
60 H 1.24 -2.03 1.62  C48 1.090
61 H 2.62 -1.84 2.40  C48 1.090
62 H 1.79 0.19 0.29  C49 1.090
63 H 2.51 -1.45 -0.02  C49 1.090
64 H 4.65 1.65 0.38  C51 1.090
65 H 3.62 1.08 -0.77  C51 1.090
66 H 5.03 0.10 -0.54  C51 1.090
67 C -7.73 1.46 -1.12  O68 1.417, H76 1.090, H77 1.090, H78 1.090
68 O -6.66 2.39 -1.01  C67 1.417, C69 1.436
69 C -6.45 3.23 -2.15  O68 1.436, C70 1.546, H79 1.090, H80 1.090
70 C -5.27 4.22 -2.04  C69 1.546, N71 1.461, H81 1.090, H82 1.090
71 N -5.56 5.35 -1.15  C70 1.461, C72 1.478, H83 1.010
72 C -4.28 5.95 -0.72  N71 1.478, C73 1.500, H84 1.090, H85 1.090
73 C -4.64 6.81 0.45  C72 1.500, O74 1.470, H86 1.090, H87 1.090
74 O -3.45 6.78 1.30  C73 1.470, C75 1.421
75 C -3.59 7.62 2.43  O74 1.421, H88 1.090, H89 1.090, H90 1.090
76 H -8.73 1.87 -1.31  C67 1.090
77 H -7.70 0.87 -0.21  C67 1.090
78 H -7.41 0.85 -1.97  C67 1.090
79 H -7.39 3.73 -2.39  C69 1.090
80 H -6.28 2.55 -2.99  C69 1.090
81 H -5.04 4.52 -3.07  C70 1.090
82 H -4.38 3.68 -1.72  C70 1.090
83 H -6.27 4.98 -0.54  N71 1.010
84 H -3.72 6.48 -1.48  C72 1.090
85 H -3.69 5.13 -0.31  C72 1.090
86 H -5.47 6.41 1.04  C73 1.090
87 H -4.89 7.84 0.17  C73 1.090
88 H -2.67 7.73 3.00  C75 1.090
89 H -4.39 7.27 3.08  C75 1.090
90 H -3.92 8.59 2.05  C75 1.090
91 C 5.97 9.91 -2.06  O92 1.417, H100 1.090, H101 1.090, H102 1.090
92 O 7.26 9.34 -1.90  C91 1.417, C93 1.415
93 C 8.25 9.56 -2.89  O92 1.415, C94 1.492, H103 1.090, H104 1.090
94 C 9.49 8.78 -2.60  C93 1.492, N95 1.443, H105 1.090, H106 1.090
95 N 10.59 9.02 -3.51  C94 1.443, C96 1.454, H107 1.010
96 C 11.68 8.09 -3.26  N95 1.454, C97 1.554, H108 1.090, H109 1.090
97 C 12.84 8.30 -4.27  C96 1.554, O98 1.479, H110 1.090, H111 1.090
98 O 13.75 9.39 -3.84  C97 1.479, C99 1.443
99 C 14.95 9.36 -4.63  O98 1.443, H112 1.090, H113 1.090, H114 1.090
100 H 5.50 9.21 -2.75  C91 1.090
101 H 6.00 10.88 -2.55  C91 1.090
102 H 5.36 9.99 -1.16  C91 1.090
103 H 8.52 10.61 -3.00  C93 1.090
104 H 7.94 9.36 -3.91  C93 1.090
105 H 9.30 7.72 -2.46  C94 1.090
106 H 9.83 9.12 -1.62  C94 1.090
107 H 11.20 9.77 -3.19  N95 1.010
108 H 11.27 7.09 -3.42  C96 1.090
109 H 12.12 8.06 -2.26  C96 1.090
110 H 12.48 8.69 -5.22  C97 1.090
111 H 13.44 7.45 -4.59  C97 1.090
112 H 14.72 9.10 -5.67  C99 1.090
113 H 15.62 8.56 -4.34  C99 1.090
114 H 15.45 10.33 -4.55  C99 1.090
115 C -12.56 -8.48 10.24  O116 1.389, H124 1.090, H125 1.090, H126 1.090
116 O -11.95 -7.30 9.83  C115 1.389, C117 1.385
117 C -10.95 -6.85 10.68  O116 1.385, C118 1.603, H127 1.090, H128 1.090
118 C -10.22 -5.70 9.83  C117 1.603, N119 1.483, H129 1.090, H130 1.090
119 N -10.88 -4.38 9.84  C118 1.483, C120 1.439, H131 1.010
120 C -12.32 -4.27 9.84  N119 1.439, C121 1.574, H132 1.090, H133 1.090
121 C -13.07 -4.64 8.51  C120 1.574, O122 1.373, H134 1.090, H135 1.090
122 O -14.40 -4.64 8.88  C121 1.373, C123 1.446
123 C -15.34 -4.88 7.81  O122 1.446, H136 1.090, H137 1.090, H138 1.090
124 H -13.15 -8.37 11.16  C115 1.090
125 H -11.95 -9.38 10.19  C115 1.090
126 H -13.33 -8.67 9.49  C115 1.090
127 H -10.36 -7.72 10.96  C117 1.090
128 H -11.41 -6.43 11.57  C117 1.090
129 H -10.19 -5.90 8.76  C118 1.090
130 H -9.21 -5.51 10.21  C118 1.090
131 H -10.42 -3.88 10.59  N119 1.010
132 H -12.62 -3.30 10.24  C120 1.090
133 H -12.68 -5.04 10.52  C120 1.090
134 H -12.83 -5.58 8.00  C121 1.090
135 H -12.82 -3.88 7.78  C121 1.090
136 H -15.10 -4.19 7.00  C123 1.090
137 H -16.32 -4.47 8.04  C123 1.090
138 H -15.18 -5.87 7.37  C123 1.090
139 C -0.03 -6.93 -5.71  O140 1.355, H148 1.090, H149 1.090, H150 1.090
140 O -0.40 -5.77 -6.29  C139 1.355, C141 1.422
141 C -0.86 -6.13 -7.58  O140 1.422, C142 1.529, H151 1.090, H152 1.090
142 C -0.75 -4.97 -8.58  C141 1.529, N143 1.451, H153 1.090, H154 1.090
143 N -1.75 -5.04 -9.63  C142 1.451, C144 1.475, H155 1.010
144 C -1.33 -5.93 -10.73  N143 1.475, C145 1.526, H156 1.090, H157 1.090
145 C -2.60 -6.14 -11.56  C144 1.526, O146 1.466, H158 1.090, H159 1.090
146 O -3.77 -6.59 -10.81  C145 1.466, C147 1.419
147 C -4.71 -7.19 -11.69  O146 1.419, H160 1.090, H161 1.090, H162 1.090
148 H 0.10 -6.79 -4.64  C139 1.090
149 H 0.95 -7.34 -5.98  C139 1.090
150 H -0.71 -7.78 -5.82  C139 1.090
151 H -1.88 -6.50 -7.51  C141 1.090
152 H -0.22 -6.89 -8.03  C141 1.090
153 H 0.25 -4.76 -8.94  C142 1.090
154 H -1.12 -4.15 -7.97  C142 1.090
155 H -2.62 -5.52 -9.43  N143 1.010
156 H -0.98 -6.90 -10.39  C144 1.090
157 H -0.53 -5.47 -11.31  C144 1.090
158 H -2.39 -6.88 -12.33  C145 1.090
159 H -2.94 -5.22 -12.04  C145 1.090
160 H -5.61 -7.48 -11.14  C147 1.090
161 H -4.35 -8.15 -12.05  C147 1.090
162 H -5.02 -6.67 -12.59  C147 1.090
163 C 10.44 5.48 -9.18  C164 1.519, H167 1.090, H168 1.090, H169 1.090
164 C 10.43 4.10 -8.55  C163 1.519, C165 1.608, O166 1.390, H170 1.090
165 C 9.14 3.69 -7.68  C164 1.608, H171 1.090, H172 1.090, H173 1.090
166 O 10.57 3.16 -9.56  C164 1.390, H174 0.960
167 H 10.24 6.16 -8.35  C163 1.090
168 H 9.68 5.61 -9.94  C163 1.090
169 H 11.41 5.64 -9.65  C163 1.090
170 H 11.28 4.14 -7.87  C164 1.090
171 H 9.11 2.62 -7.43  C165 1.090
172 H 8.31 3.82 -8.37  C165 1.090
173 H 8.94 4.18 -6.73  C165 1.090
174 H 10.83 2.30 -9.22  O166 0.960

Total charge: 0
Total energy: -3218.07657 Eh
Gap between HOMO and LUMO: 0.322 Eh